2 unconnected molecules or ions with the total composition C4H13NO3, computed with ωB97M-V/def2-TZVPD.

XYZ file:
```
21
Properties=species:S:1:pos:R:3:nbo_charge:R:1
O -0.069 -0.232 2.400 -0.731
N 1.754 0.987 0.816 -0.838
H 2.107 0.752 1.677 0.374
H -1.464 -0.427 0.930 0.178
H 1.266 0.706 -1.702 0.188
C 0.311 0.705 -1.133 0.089
H -0.779 -0.400 2.930 0.463
O -0.330 -2.904 -0.060 -0.980
C -0.754 -0.179 -1.830 -0.652
H 0.967 -0.885 0.166 0.213
H -0.168 -0.976 -2.318 0.200
H -1.490 -0.679 -1.229 0.213
H -1.341 0.275 -2.670 0.243
O -0.376 1.970 -1.138 -0.711
H 0.171 2.590 -0.709 0.457
H -0.038 -2.711 0.925 0.488
H -0.955 1.221 1.451 0.179
H -0.235 -2.096 -0.706 0.488
C 0.600 0.112 0.256 -0.103
H 1.411 1.963 0.766 0.335
C -0.590 0.205 1.177 -0.094
```

SMILES string = C[C@@H](O)[C@@H](N)CO.O
Spin multiplicity = 1
HOMO = -9.58 eV
Energy above the lowest of the compared OMol25 structures with the same formula, charge and spin = 2.8240 eV